One molecule with the formula C4H10N2OS, computed with the ωB97M-V functional and the def2-TZVPD basis.

Properties
* HOMO energy: -7.983 eV
* orbital gap: 8.302 eV
* SMILES: C/N=C(\CCO)NS
* net charge: 0
* electronic energy: -741.20057 hartree

Element x y z (Å)
C: -0.504 -1.804 -2.075
N: -0.212 -0.405 -1.800
C: -0.389 0.091 -0.639
C: -0.796 -0.702 0.494
C: 0.226 -1.744 0.976
O: 1.423 -0.924 1.242
N: 0.069 1.307 -0.574
S: -0.047 2.276 0.934
H: 0.345 -2.130 -2.746
H: -0.795 -2.482 -1.165
H: -1.438 -1.633 -2.747
H: -0.827 0.239 1.256
H: -1.856 -1.117 0.375
H: 0.468 -2.382 0.136
H: -0.127 -2.323 1.966
H: 2.186 -1.558 1.588
H: 0.453 1.707 -1.496
H: 0.740 1.286 2.039

One molecule with the formula C4H10N2S, computed with the ωB97M-V functional and the def2-TZVPD basis.

Properties
* HOMO energy: -7.857 eV
* orbital gap: 8.739 eV
* SMILES: CCN(C)/C=N\S
* net charge: 0
* electronic energy: -665.99954 hartree

Element x y z (Å)
C: -1.974 -0.521 0.829
C: -1.374 -0.158 -0.619
N: 0.149 0.104 -0.497
C: 0.442 1.564 -0.130
C: 0.968 -1.069 -0.511
N: 2.226 -1.369 -0.081
S: 3.138 0.148 0.209
H: -3.080 -0.700 0.737
H: -1.694 -1.462 1.411
H: -1.882 0.286 1.514
H: -1.566 -0.976 -1.200
H: -1.693 0.807 -0.983
H: 1.444 1.748 -0.374
H: 0.249 2.000 1.002
H: -0.198 2.161 -0.864
H: 0.600 -2.015 -0.902
H: 4.244 -0.546 0.459

A 2-piece molecular cluster, C4H10N2S2 overall, computed with the ωB97M-V functional and the def2-TZVPD basis.

Properties
* HOMO energy: -8.359 eV
* orbital gap: 8.503 eV
* net charge: 0
* electronic energy: -1064.08948 hartree

Element x y z (Å)
C: -2.237 0.368 -3.011
C: -1.823 0.829 -1.499
C: 0.249 -0.145 1.064
C: 2.327 -1.280 -0.763
H: -3.029 -0.559 -2.953
H: -1.356 0.122 -3.558
H: -2.653 1.273 -3.435
H: -1.609 2.048 -1.503
H: -2.824 0.777 -1.006
H: -1.092 -1.015 -1.391
H: -1.569 -0.391 0.834
H: 1.200 -1.424 -1.432
H: 3.343 -0.975 -1.278
H: 2.761 -2.360 0.171
N: -0.732 -0.151 -1.121
N: -0.677 -0.612 0.293
S: -0.234 0.378 2.594
S: 1.833 0.198 0.319

- Which of these has the lowest electronic energy?
  C4H10N2S2

- Number 1 is which compound?
  C4H10N2OS

- Which formula does entry 3 have?
  C4H10N2S2